Entry 1:
This record from the OMol25 dataset describes C47H45MnN4P2S as an isolated structure. The level of theory is ωB97M-V/def2-TZVPD.

Values from the calculation:
<S²> = 6.242
multiplicity = 5
charge = +2
HOMO-LUMO gap (spin up / spin down) = 6.06 / 6.86 eV
relative energy (zero: lowest compared OMol25 entry of this formula, charge and spin) = 368.1 kJ/mol

Atoms and positions in Å:
Mn -0.3740 -0.6916 0.0138
C -1.3513 2.8824 0.8834
C 0.0231 3.5924 0.9682
P 1.1500 3.6801 -0.5297
C 2.1255 5.1338 -0.0131
C 2.6598 5.2965 1.2681
C 3.3645 6.4433 1.5915
C 3.5242 7.4523 0.6488
C 2.9752 7.3117 -0.6158
C 2.2891 6.1514 -0.9500
C 2.3656 2.1798 -0.2970
C 2.0975 1.3976 -1.5415
C 3.0413 0.8632 -2.3044
C 4.4636 0.9106 -1.8764
C 4.8523 2.1964 -1.1433
C 3.8319 2.5009 -0.1059
P -1.6841 1.3646 -0.1370
C -3.4956 1.2323 0.1274
C -4.3223 0.8148 -0.9157
C -5.6924 0.7281 -0.7340
C -6.2562 1.0497 0.4923
C -5.4407 1.4535 1.5371
C -4.0681 1.5377 1.3614
C -1.6699 1.8343 -1.8993
C -1.4173 0.8142 -2.8196
C -1.4927 1.0493 -4.1823
C -1.8231 2.3187 -4.6327
C -2.0722 3.3392 -3.7248
C -2.0029 3.1013 -2.3624
H -2.1276 3.5770 0.5610
H -1.6112 2.5783 1.8996
H 0.5762 3.2032 1.8182
H -0.1706 4.6462 1.1758
H 2.5186 4.5277 2.0212
H 3.7925 6.5515 2.5798
H 4.0704 8.3493 0.9075
H 3.0852 8.1040 -1.3443
H 1.8723 6.0367 -1.9436
H 1.0626 1.3256 -1.8434
H 2.7843 0.3429 -3.2208
H 5.1450 0.6118 -2.6682
H 5.5705 2.9102 -1.5190
H 4.0145 3.4201 0.4326
H -3.9065 0.5795 -1.8849
H -6.3200 0.4233 -1.5611
H -7.3284 0.9944 0.6246
H -5.8766 1.7221 2.4903
H -3.4596 1.8573 2.1982
H -1.1558 -0.1785 -2.4529
H -1.2997 0.2523 -4.8882
H -1.8952 2.5106 -5.6948
H -2.3254 4.3287 -4.0809
H -2.2010 3.9115 -1.6731
N 3.7984 -0.9710 -0.1877
C 4.7450 0.1404 -0.5255
C 6.0998 -0.5163 -0.5800
C 7.0965 -0.1951 0.2461
C 6.9591 0.8341 1.2665
C 5.8869 1.6284 1.2712
C 4.8722 1.4670 0.2221
S 1.8813 1.1783 1.2067
N 1.5918 -0.3651 0.5847
C 2.4877 -1.1325 0.0186
C 1.9180 -2.4675 -0.3691
C 2.6589 -3.6355 -0.3304
C 2.0674 -4.8234 -0.7374
C 0.7537 -4.8012 -1.1717
C 0.0590 -3.6068 -1.1171
N 0.6117 -2.4598 -0.7105
H 4.2110 -1.8159 -0.5597
H 6.2207 -1.3008 -1.3239
H 8.0415 -0.7176 0.1697
H 7.7481 0.9386 1.9982
H 5.7707 2.4235 1.9974
H 3.6716 -3.6334 0.0503
H 2.6251 -5.7496 -0.7054
H 0.2613 -5.6946 -1.5267
H -0.9882 -3.5689 -1.3823
C -0.2032 -2.8211 2.7583
N -1.3050 -2.1341 3.3764
C -2.0423 -2.8855 4.3689
C -2.0272 -1.2132 2.5495
C -2.7032 -1.8020 1.3105
C -3.8942 -2.5065 1.4490
C -4.5599 -2.9920 0.3341
C -4.0340 -2.7776 -0.9324
C -2.8433 -2.0864 -1.0767
C -2.1560 -1.6079 0.0387
H 0.4527 -3.2250 3.5301
H 0.3771 -2.1003 2.1687
H -0.5132 -3.6503 2.1000
H -1.3445 -3.2614 5.1175
H -2.5891 -3.7430 3.9499
H -2.7578 -2.2332 4.8694
H -1.3095 -0.4317 2.2108
H -2.7857 -0.7221 3.1618
H -4.3215 -2.6443 2.4351
H -5.4941 -3.5261 0.4464
H -4.5573 -3.1275 -1.8126
H -2.4593 -1.9229 -2.0802

Atoms 1-3, force components in eV/Å:
Mn 0.20 -0.41 0.15
C 0.65 -0.25 -0.02
C 0.03 -0.14 -0.27


Entry 2:
This record from the OMol25 dataset describes one molecule with the formula C20H26N4O3S. The level of theory is ωB97M-V/def2-TZVPD.

Values from the calculation:
multiplicity = 1
structure (SMILES) = CCC[C@H](C)c1nnc(NC(=O)[C@@H]2CC(=O)N(c3ccc(OCC)cc3)C2)s1
charge = 0
HOMO-LUMO gap = 8.23 eV
relative energy (zero: lowest compared OMol25 entry of this formula, charge and spin) = 179.6 kJ/mol

Atoms and positions in Å:
C 3.9926 -3.5518 2.8362
C 5.0309 -3.3363 1.7406
C 5.0914 -4.4793 0.7267
C 3.7871 -4.6973 -0.0599
C 3.9543 -5.8419 -1.0609
C 3.4211 -3.4520 -0.7831
N 3.9878 -3.0161 -1.8428
N 3.5145 -1.8729 -2.3060
C 2.5474 -1.3809 -1.6016
N 1.9708 -0.1970 -1.9621
C 1.0022 0.6128 -1.4140
O 0.7714 1.6763 -1.9360
C 0.2765 0.1006 -0.1828
C -0.7091 -1.0073 -0.5629
C -2.0447 -0.2901 -0.7451
O -3.0164 -0.7834 -1.2677
N -1.9344 0.9466 -0.1966
C -2.9379 1.9295 -0.1529
C -4.0523 1.8657 -0.9901
C -5.0181 2.8444 -0.9401
C -4.9096 3.9250 -0.0624
O -5.9375 4.8178 -0.0975
C -5.8633 6.0069 0.6609
C -4.9275 7.0417 0.0420
C -3.8012 3.9888 0.7725
C -2.8322 3.0004 0.7273
C -0.6327 1.1940 0.3914
S 2.1302 -2.3821 -0.2191
H 4.1403 -4.5169 3.3158
H 2.9819 -3.5155 2.4357
H 4.0798 -2.7764 3.5936
H 6.0166 -3.2425 2.2016
H 4.8260 -2.3963 1.2228
H 5.8886 -4.2751 0.0095
H 5.3315 -5.4082 1.2477
H 2.9831 -4.9444 0.6390
H 4.2421 -6.7514 -0.5399
H 3.0232 -6.0251 -1.5919
H 4.7213 -5.5888 -1.7871
H 2.3943 0.1926 -2.8010
H 1.0125 -0.2277 0.5542
H -0.4520 -1.5407 -1.4773
H -0.8183 -1.7414 0.2375
H -4.1605 1.0423 -1.6746
H -5.8812 2.7956 -1.5846
H -6.8880 6.3895 0.6638
H -5.5756 5.7903 1.6975
H -3.9081 6.6664 -0.0014
H -4.9449 7.9533 0.6332
H -5.2511 7.2699 -0.9704
H -3.6714 4.7978 1.4742
H -1.9928 3.0834 1.3993
H -0.2764 2.1870 0.1049
H -0.6819 1.1202 1.4842

Atoms 1-3, force components in eV/Å:
C 0.20 0.13 -0.15
C 0.03 -0.20 0.03
C -0.17 0.23 0.12


Entry 3:
This record from the OMol25 dataset describes a 2-piece molecular cluster, C7H12O overall. The level of theory is ωB97M-V/def2-TZVPD.

Values from the calculation:
multiplicity = 1
structure (SMILES) = C=C/C=C/C(=C)C.O
charge = 0
HOMO-LUMO gap = 9.21 eV
relative energy (zero: lowest compared OMol25 entry of this formula, charge and spin) = 211.8 kJ/mol

Atoms and positions in Å:
C -1.4364 -2.7072 0.9381
C -1.7967 -1.7693 0.0856
C -0.8279 -0.6553 -0.1664
C -1.0775 0.6466 -0.0969
C -0.0085 1.6421 0.1080
C -0.3679 2.7782 0.7187
C 1.2102 1.6093 -0.7917
H -2.0759 -3.5620 1.1311
H -0.5644 -2.6322 1.5733
H -2.6701 -1.6748 -0.5467
H 0.1658 -0.9658 -0.4608
H -2.0801 0.9899 0.1017
H -1.3408 2.8061 1.1843
H 0.3736 3.5443 0.9031
H 2.0933 1.8469 -0.1829
H 1.4146 0.6708 -1.2832
H 1.2247 2.4378 -1.4994
O 2.6190 -1.5756 -0.9441
H 1.8522 -1.9132 -0.5104
H 3.2927 -1.5167 -0.2613

Atoms 1-3, force components in eV/Å:
C -1.08 -0.86 0.38
C 1.34 1.59 -0.89
C -0.30 -0.44 -0.40